#w
Molecular formula: C5H13IN
Method: DFT, ωB97M-V with the def2-TZVPD basis set

```
20
Properties=species:S:1:pos:R:3
C -0.98544 -1.10496 -0.58923
C -0.76427 1.39537 -0.42952
C 1.90129 1.07557 0.49014
C 1.68236 -1.33726 0.48442
C -0.15685 0.06168 -0.22395
N 1.05132 -0.06128 0.22310
I -5.04715 -0.00279 0.07292
H -0.89423 -1.26730 -1.66628
H -0.70777 -2.03148 -0.09857
H -2.03644 -0.90095 -0.39432
H -0.65872 2.02444 0.45309
H -0.28384 1.91280 -1.26198
H -1.82160 1.30467 -0.66326
H 1.82822 1.37463 1.53976
H 2.93637 0.80423 0.28736
H 1.64422 1.92897 -0.13210
H 0.98097 -2.05942 0.89484
H 2.11241 -1.75059 -0.43072
H 2.48173 -1.19545 1.20954
H -6.52606 -0.51369 0.08817
```

## Properties
**Net charge**: +1
**E_LUMO**: -3.91 eV
**Frontier orbital gap**: 8.86 eV

Mulliken atomic charge list, values in e, 6 entries: atom 1 (C): -1.053, atom 2 (C): -1.624, atom 3 (C): -1.096, atom 4 (C): -1.120, atom 5 (C): 1.360, atom 6 (N): 0.125

=====

#x
Molecular formula: C5H13IN
Method: DFT, ωB97M-V with the def2-TZVPD basis set

```
20
Properties=species:S:1:pos:R:3
C 1.34950 -1.51652 -0.33245
C -0.41740 -1.25954 1.41780
C 0.01455 2.15973 0.18251
C 0.74981 -0.62802 0.62676
C 0.10828 0.85377 -0.54986
N -1.27695 0.34413 -1.05264
I -0.45417 3.82259 -1.26608
H 1.26209 -2.56460 -0.14259
H 0.83589 -1.59971 -1.25499
H 2.40031 -1.32594 -0.43451
H -1.08195 -1.74463 0.77402
H 0.05853 -2.01697 1.96559
H -1.04999 -0.62539 1.93567
H -0.87383 2.29312 0.91437
H 1.04507 2.39820 0.70503
H 1.45343 -0.24860 1.32039
H 0.80395 0.69549 -1.27810
H -1.91504 0.59981 -0.25733
H -1.40651 -0.60825 -1.42984
H -1.60557 0.97134 -1.84375
```

## Properties
**Net charge**: +1
**E_LUMO**: -3.67 eV
**Frontier orbital gap**: 9.49 eV

Mulliken atomic charge list, values in e, 6 entries: atom 1 (C): -1.465, atom 2 (C): -1.710, atom 3 (C): -1.026, atom 4 (C): 0.526, atom 5 (C): -0.606, atom 6 (N): -0.273

=====

#y
Molecular formula: C5H13IN
Method: DFT, ωB97M-V with the def2-TZVPD basis set

```
20
Properties=species:S:1:pos:R:3
C -2.02471 0.85181 -2.11799
C 1.04426 0.05029 1.68575
C 0.93805 0.77327 -0.45108
C 0.77968 -1.63256 -0.00851
C -1.07220 0.05862 0.53284
N 0.38851 -0.24490 0.42235
I -2.39030 -1.18370 1.61094
H -1.25071 0.15970 -2.35292
H -1.62864 1.80131 -1.79918
H -3.05125 0.65188 -2.37471
H 0.59839 1.02688 1.96325
H 0.75960 -0.59587 2.43607
H 2.06890 0.05776 1.64465
H 1.03919 1.81589 0.03902
H 2.02210 0.48441 -0.54474
H 0.47717 0.84251 -1.43632
H 0.15107 -2.08680 -0.75057
H 1.78265 -1.60295 -0.28717
H 0.57931 -2.38491 0.90023
H -1.21109 1.15738 0.88808
```

## Properties
**Net charge**: +1
**E_LUMO (alpha / beta)**: -5.04 / -3.61 eV
**Frontier orbital gap (alpha / beta)**: 7.42 / 9.30 eV

Mulliken atomic charge list, values in e, 6 entries: atom 1 (C): -0.821, atom 2 (C): -1.010, atom 3 (C): -0.822, atom 4 (C): -0.873, atom 5 (C): -0.560, atom 6 (N): -0.008

=====

Relative energies, kcal/mol: #w 0.0; #x 50.8; #y 122.8.

=====

#w
Molecular formula: CH4Cl2Si
Method: DFT, ωB97M-V with the def2-TZVPD basis set

```
8
Properties=species:S:1:pos:R:3
C -1.81943 0.31539 0.84591
Si 1.70471 -0.48866 -1.31282
Cl 2.56991 1.39745 -1.63820
Cl 2.72522 -1.56642 0.01895
H -1.08582 0.08702 0.04078
H -2.51523 -0.37303 1.20660
H -1.88106 1.12439 1.52227
H 0.30171 -0.49613 -0.68349
```

## Properties
**E_LUMO (alpha / beta)**: 0.00 / -1.49 eV
**Frontier orbital gap (alpha / beta)**: 8.48 / 7.50 eV

Mulliken atomic charge list, values in e, 6 entries: atom 1 (C): -0.672, atom 2 (Si): 0.361, atom 3 (Cl): -0.201, atom 4 (Cl): -0.161, atom 5 (H): 0.227, atom 6 (H): 0.281

=====

#x
Molecular formula: CH4Cl2Si
Method: DFT, ωB97M-V with the def2-TZVPD basis set

```
8
Properties=species:S:1:pos:R:3
C 1.19120 0.83327 1.78272
Si -1.13518 -0.60808 -1.37629
Cl -0.82091 -2.59215 -0.90668
Cl -0.14553 -0.19425 -3.09229
H 1.03581 1.77409 2.35838
H 0.58154 0.04673 2.06389
H 1.86534 0.96737 0.99825
H -2.57227 -0.22699 -1.82797
```

## Properties
**E_LUMO (alpha / beta)**: -1.57 / -0.02 eV
**Frontier orbital gap (alpha / beta)**: 7.48 / 8.55 eV

Mulliken atomic charge list, values in e, 6 entries: atom 1 (C): -0.896, atom 2 (Si): 0.414, atom 3 (Cl): -0.188, atom 4 (Cl): -0.188, atom 5 (H): 0.247, atom 6 (H): 0.339

=====

#y
Molecular formula: CH4Cl2Si
Method: DFT, ωB97M-V with the def2-TZVPD basis set

```
8
Properties=species:S:1:pos:R:3
Cl -2.16436 0.82609 0.21891
C -0.31571 0.98164 0.17137
Si 0.46814 -0.66042 -0.34716
Cl -0.19916 -2.44829 0.64084
H -0.05412 1.92677 -0.32698
H 0.02275 1.13360 1.25695
H 1.73788 -0.80466 0.21860
H 0.50457 -0.95473 -1.83254
```

## Properties
**SMILES**: ClC[SiH2]Cl
**E_LUMO**: 0.51 eV
**Frontier orbital gap**: 11.37 eV

Mulliken atomic charge list, values in e, 6 entries: atom 1 (Cl): -0.179, atom 2 (C): -0.505, atom 3 (Si): 0.592, atom 4 (Cl): -0.263, atom 5 (H): 0.345, atom 6 (H): 0.240

=====

Relative energies, kcal/mol: #w 50.9; #x 45.4; #y 0.0.

=====

#w
Molecular formula: C5H11OP
Method: DFT, ωB97M-V with the def2-TZVPD basis set

```
18
Properties=species:S:1:pos:R:3
C -1.32969 -0.52404 1.90693
C 0.12241 1.30288 -0.45537
C -0.07213 -1.29721 -0.92533
C 1.99765 -0.33904 0.24961
C 0.64655 -0.17795 -0.36641
O -1.09090 -1.07741 2.92020
P -3.12739 -0.57250 1.04069
H -0.88593 1.32711 -0.10670
H 0.82080 1.77938 0.04927
H -0.02505 1.61550 -1.54058
H -1.17180 -1.17869 -0.74727
H 0.26837 -2.21964 -0.62833
H 0.03049 -1.29936 -2.09720
H 2.14906 0.08750 1.29173
H 2.20132 -1.44758 0.23104
H 2.82631 0.22217 -0.25656
H -3.79175 -1.58471 1.58399
H -3.56803 0.28145 1.98740
```

## Properties
**E_LUMO (alpha / beta)**: -0.71 / 0.64 eV
**Frontier orbital gap (alpha / beta)**: 6.08 / 8.62 eV

Mulliken atomic charge list, values in e, 6 entries: atom 1 (C): 0.255, atom 2 (C): -1.117, atom 3 (C): -1.086, atom 4 (C): -1.233, atom 5 (C): 0.735, atom 6 (O): -0.331

=====

#x
Molecular formula: C5H11OP
Method: DFT, ωB97M-V with the def2-TZVPD basis set

```
18
Properties=species:S:1:pos:R:3
C -1.60851 -0.91028 -0.18067
C -1.88542 0.53734 0.37783
C 0.73657 0.21907 -0.09109
C 0.98277 -0.32819 1.27238
C 1.92172 0.25497 -1.01272
O -0.42725 -1.02459 -0.79757
P -0.47376 1.64421 -0.11668
H -1.65638 -1.57785 0.67768
H -2.33422 -1.05240 -0.89921
H -2.84017 0.79601 -0.18158
H -1.75558 0.44672 1.47251
H 0.88937 -1.36567 1.18055
H 0.30759 0.12450 1.92633
H 2.12343 -0.10902 1.55238
H 1.68726 0.47275 -1.99830
H 2.37539 -0.71438 -1.11667
H 2.61748 1.14488 -0.62650
H -0.66027 1.44192 -1.43867
```

## Properties
**E_LUMO**: 0.97 eV
**Frontier orbital gap**: 10.10 eV

Mulliken atomic charge list, values in e, 6 entries: atom 1 (C): -0.477, atom 2 (C): -0.708, atom 3 (C): 1.098, atom 4 (C): -1.400, atom 5 (C): -1.568, atom 6 (O): -0.540

=====

Relative energies, kcal/mol: #w 48.4; #x 0.0.